1.
Entry from the Open Molecules 2025 dataset: a molecular structure, C10H35N13O7 in a non-equilibrium geometry (ωB97M-V/def2-TZVPD).

Positions of all 65 atoms, in Å:
1 C -3.6481 0.4537 -0.2642
2 C -2.1677 0.2083 -0.4342
3 C -1.8569 -0.2651 -1.8762
4 O -2.7106 -1.3593 -2.3332
5 C -2.6316 -1.6706 -3.7435
6 N -1.3882 1.4083 -0.1221
7 H -3.8685 0.7759 0.7535
8 H -4.2465 -0.4493 -0.3856
9 H -4.0263 1.3013 -0.8357
10 H -1.8758 -0.5748 0.2656
11 H -0.8917 -0.7690 -1.8264
12 H -1.6616 0.6013 -2.5080
13 H -1.5803 -1.8343 -3.9803
14 H -2.9962 -0.8770 -4.3957
15 H -3.2043 -2.5761 -3.9444
16 H -0.3934 1.2343 -0.1047
17 H -1.5687 2.1014 -0.8342
18 C -0.5293 -1.0461 3.6384
19 O -0.5910 -1.7313 2.6080
20 N -1.3636 -1.2222 4.6378
21 N 0.2427 -0.0365 3.8445
22 H -1.9660 -2.0328 4.6192
23 H -1.3872 -0.5721 5.4103
24 H 0.8820 0.2511 3.1174
25 H -0.0881 0.4688 4.6540
26 C 3.2065 1.3389 0.2913
27 O 4.3203 1.0953 0.6740
28 N 2.6306 0.8541 -0.7821
29 N 2.3886 2.1012 0.9749
30 H 1.7274 1.2236 -1.0425
31 H 3.1174 0.2349 -1.4143
32 H 1.5316 2.4330 0.5558
33 H 2.7732 2.6091 1.7587
34 C 0.1535 1.6328 -3.4181
35 O -1.0513 1.7448 -3.2121
36 N 0.7388 2.2909 -4.4176
37 N 1.0070 0.9634 -2.6531
38 H 0.0608 2.7313 -5.0229
39 H 1.7009 2.2631 -4.7238
40 H 1.9863 0.8725 -2.8826
41 H 0.7624 0.4106 -1.8440
42 C 2.3110 -3.3222 -0.2330
43 O 1.1357 -3.6112 -0.2683
44 N 2.9360 -2.6582 -1.1781
45 N 3.1273 -3.6614 0.6938
46 H 3.9420 -2.6493 -1.2681
47 H 2.4401 -2.3291 -1.9941
48 H 4.0940 -3.5099 0.4438
49 H 2.7660 -4.4325 1.2369
50 C 0.6617 -0.2866 0.2748
51 O 0.3063 0.1526 -0.7781
52 N 0.0081 -0.2512 1.4090
53 N 1.7100 -1.0341 0.3495
54 H -0.9037 0.1810 1.3652
55 H 0.3303 -0.7790 2.2076
56 H 2.0164 -1.1733 -0.6028
57 H 1.9889 -1.5970 1.1403
58 C -1.0422 2.1090 1.9576
59 O -0.4532 2.8214 1.1620
60 N -1.6811 0.9922 1.5879
61 N -1.0314 2.3244 3.2574
62 H -1.8345 0.8198 0.6046
63 H -2.0997 0.4361 2.3198
64 H -1.5785 1.6970 3.8294
65 H -0.6867 3.1740 3.6810

Atoms 1-6, force components in eV/Å:
-0.8 0.6 1.0
-1.9 -4.0 -7.0
0.3 -2.7 0.3
-1.2 0.6 -0.6
0.5 0.6 1.4
0.6 5.7 -14.8

The value obtained for the gap between HOMO and LUMO is 7.175 eV. The total energy comes out at -44625.169 eV. The charge is 0. The relative energy (zero: lowest compared OMol25 entry of this formula, charge and spin) is 2234.6 kJ/mol.

Charges in e, computed with Löwdin, in the same order as the atoms: 0.01, -0.29, -0.12, -0.19, -0.09, 0.03, 0.08, 0.09, 0.10, 0.17, 0.12, 0.04, 0.07, 0.08, 0.08, 0.07, 0.16, -0.72, 0.05, 0.18, 0.18, 0.13, 0.11, 0.13, 0.11, -0.77, 0.03, 0.11, 0.19, 0.08, 0.12, 0.09, 0.12, -0.65, 0.02, 0.16, 0.16, 0.11, 0.11, 0.10, -0.10, -0.84, 0.07, 0.13, 0.19, 0.12, 0.13, 0.12, 0.14, -0.63, -0.07, 0.13, 0.19, -0.12, 0.02, 0.07, 0.13, -0.60, 0.03, 0.03, 0.17, -0.22, 0.14, 0.09, 0.12


2.
Entry from the Open Molecules 2025 dataset: a molecular structure, C3H3NO2 in a non-equilibrium geometry (ωB97M-V/def2-TZVPD).

Positions of all 9 atoms, in Å:
1 O -1.8256 -0.2825 -0.7875
2 C -0.7003 0.2513 -0.2516
3 N -0.5465 1.4105 0.3246
4 O 1.0882 1.1129 1.0723
5 C 1.3542 -0.0980 0.6402
6 C 0.4501 -0.5907 -0.2340
7 H -2.5848 0.3174 -0.8367
8 H 2.1749 -0.7406 1.0114
9 H 0.5898 -1.3804 -0.9386

Atoms 1-6, force components in eV/Å:
0.3 0.8 -0.1
0.8 0.2 0.3
1.7 -0.9 1.3
-2.6 0.0 -1.0
-0.5 -0.2 -0.6
0.2 -0.5 -0.1

The value obtained for the gap between HOMO and LUMO is 8.862 eV. The total energy comes out at -8741.326 eV. The charge is 0. The relative energy (zero: lowest compared OMol25 entry of this formula, charge and spin) is 367.2 kJ/mol.

Charges in e, computed with Löwdin, in the same order as the atoms: 0.10, -0.46, 0.26, -0.02, -0.20, -0.04, 0.13, 0.14, 0.10


3.
Entry from the Open Molecules 2025 dataset: a single C5H10O2P2 molecule in a non-equilibrium geometry (ωB97M-V/def2-TZVPD).

Positions of all 19 atoms, in Å:
1 C -0.3941 0.4286 0.3472
2 C 1.4851 -2.2018 0.4249
3 C 0.7487 2.3210 -0.7971
4 C 0.1323 -1.8571 -0.2586
5 C -0.1355 1.7141 0.2812
6 O -0.9011 -0.2120 1.4848
7 O 0.0733 -0.4690 -0.6214
8 P -2.2457 -0.1664 2.3933
9 P -3.0470 1.6570 1.7491
10 H 1.5273 -3.1067 1.0004
11 H 2.1852 -2.2982 -0.3084
12 H 1.7046 -1.3526 1.2149
13 H 0.0754 2.8732 -1.4804
14 H 1.0204 1.3840 -1.4373
15 H 1.5509 2.9492 -0.3627
16 H -0.6409 -2.1203 0.4353
17 H -0.0241 -2.3655 -1.1903
18 H -0.4363 2.4927 0.8904
19 H -3.9966 1.3737 2.7712

Atoms 1-6, force components in eV/Å:
0.5 -1.7 0.8
-2.0 2.5 2.5
-1.0 -2.5 -1.6
1.0 -0.1 1.0
1.5 0.6 -1.8
0.8 -0.5 -1.1

The value obtained for the gap between HOMO and LUMO is 7.890 eV. The total energy comes out at -28017.004 eV. The charge is 0. The relative energy (zero: lowest compared OMol25 entry of this formula, charge and spin) is 131.7 kJ/mol.

Charges in e, computed with Löwdin, in the same order as the atoms: -0.41, -0.04, -0.08, -0.21, -0.14, -0.55, -0.06, 0.60, 0.43, 0.06, 0.03, 0.13, 0.07, 0.10, 0.08, 0.09, 0.12, 0.05, -0.26


4.
Entry from the Open Molecules 2025 dataset: a single C4H12N2O molecule in a non-equilibrium geometry (ωB97M-V/def2-TZVPD).

Positions of all 19 atoms, in Å:
1 C 1.3578 0.7522 -2.7866
2 N 0.8314 -0.1472 -1.7735
3 C 0.2966 0.4839 -0.5731
4 C -0.6582 -0.4753 0.1526
5 N -1.3296 0.1824 1.2722
6 C -1.0599 -0.2548 2.6801
7 O -0.1429 -1.3291 2.7239
8 H 0.6531 1.5665 -2.9087
9 H 1.3819 0.1436 -3.7008
10 H 2.3667 1.1325 -2.5939
11 H 1.3265 -0.9828 -1.5007
12 H -0.2516 1.3695 -0.9235
13 H 1.0002 0.8345 0.2117
14 H -1.3974 -0.8480 -0.5555
15 H -0.1962 -1.4752 0.3315
16 H -2.3056 -0.0026 1.0825
17 H -0.6155 0.6201 3.1690
18 H -1.9533 -0.6532 3.1676
19 H 0.6957 -0.9171 2.5252

Atoms 1-6, force components in eV/Å:
0.3 -1.6 -0.1
-0.8 0.5 1.3
-0.4 -0.3 0.0
0.3 -0.7 -0.8
-0.9 -0.8 0.4
0.6 -0.1 -1.2

The value obtained for the gap between HOMO and LUMO is 9.393 eV. The total energy comes out at -9368.891 eV. The charge is 0. Its structure (SMILES) is CNCCNCO. The relative energy (zero: lowest compared OMol25 entry of this formula, charge and spin) is 222.2 kJ/mol.

Charges in e, computed with Löwdin, in the same order as the atoms: -0.13, -0.15, -0.25, -0.26, -0.05, -0.26, -0.07, 0.07, 0.08, 0.07, 0.10, 0.11, 0.11, 0.11, 0.12, 0.09, 0.11, 0.12, 0.08


5.
Entry from the Open Molecules 2025 dataset: a single C2HNO4 molecule in a non-equilibrium geometry (ωB97M-V/def2-TZVPD).

Positions of all 8 atoms, in Å:
1 O 0.9793 -0.2710 -2.0982
2 C 0.6322 -0.5817 -1.0143
3 C 0.2793 0.5552 -0.0367
4 O 0.5623 1.6945 -0.2156
5 N -0.7434 0.1708 1.1010
6 O -0.3489 -0.0428 2.1811
7 O -1.8712 0.1983 0.6188
8 H 0.5104 -1.7234 -0.5360

Atoms 1-6, force components in eV/Å:
0.2 -0.5 -0.4
-0.4 -2.3 1.9
-0.4 1.3 -0.1
-0.1 -1.1 0.6
-0.1 1.0 -3.9
0.2 -0.6 2.3

The value obtained for the gap between HOMO and LUMO is 9.254 eV. The total energy comes out at -11765.460 eV. The charge is 0. Its structure (SMILES) is O=CC(=O)[N+](=O)[O-]. The relative energy (zero: lowest compared OMol25 entry of this formula, charge and spin) is 368.4 kJ/mol.

Charges in e, computed with Löwdin, in the same order as the atoms: 0.14, -0.18, -0.23, 0.21, -0.37, 0.15, 0.10, 0.18


6.
Entry from the Open Molecules 2025 dataset: a single C3H5N3OS molecule in a non-equilibrium geometry (ωB97M-V/def2-TZVPD).

Positions of all 13 atoms, in Å:
1 N -1.1648 -1.3712 0.4011
2 C -0.1699 -0.3540 0.4801
3 C 0.4267 0.2064 1.6057
4 N 1.4838 0.9905 1.3634
5 O 1.2999 1.3007 -0.0720
6 C 0.2823 0.5499 -0.6119
7 N 0.3305 0.5150 -1.8579
8 S -0.4265 -0.6676 -2.7188
9 H -1.6799 -1.3379 -0.5045
10 H -1.8294 -1.4854 1.2373
11 H 0.5286 -0.3734 2.6854
12 H 1.5758 1.9353 1.7777
13 H -0.6571 0.0918 -3.7857

Atoms 1-6, force components in eV/Å:
-0.9 0.5 0.3
-0.9 1.8 1.9
-1.4 -5.3 2.7
0.9 2.5 -2.8
0.6 1.0 1.3
1.9 -2.0 1.7

The value obtained for the gap between HOMO and LUMO is 8.357 eV. The total energy comes out at -20541.119 eV. The charge is 0. Its structure (SMILES) is Nc1c[nH]o/c1=N/S. The relative energy (zero: lowest compared OMol25 entry of this formula, charge and spin) is 438.0 kJ/mol.

Charges in e, computed with Löwdin, in the same order as the atoms: 0.05, -0.24, -0.13, 0.03, -0.01, -0.45, -0.34, 0.74, 0.04, 0.13, 0.18, 0.15, -0.15


7.
Entry from the Open Molecules 2025 dataset: a molecular structure, C20H14MgN7OS4 in a non-equilibrium geometry (ωB97M-V/def2-TZVPD).

Positions of all 47 atoms, in Å:
1 Mg 1.5925 -0.1166 0.4324
2 N -1.2237 1.9925 -2.1808
3 C -0.3286 1.7809 -1.1316
4 N 0.0939 0.5137 -0.8943
5 C -0.5212 -0.5356 -1.4300
6 N -0.1589 -1.7770 -1.1362
7 N 0.9210 -1.8278 -0.3833
8 C 1.3054 -2.9037 0.2063
9 C 2.4971 -2.8105 0.9936
10 C 3.0183 -3.9062 1.6973
11 C 4.1503 -3.7330 2.4631
12 C 4.7322 -2.4696 2.5292
13 C 4.1546 -1.4392 1.8034
14 N 3.0786 -1.5993 1.0552
15 C -1.5997 -0.3546 -2.3895
16 C -2.2401 -1.4201 -3.0114
17 C -3.2507 -1.1923 -3.9232
18 C -3.6357 0.1110 -4.2095
19 C -3.0020 1.1822 -3.6090
20 C -1.9619 0.9631 -2.7088
21 H -1.5494 2.9355 -2.3326
22 H 0.4789 2.5146 -1.0883
23 H 0.7455 -3.8374 0.1508
24 H 2.5199 -4.8622 1.6357
25 H 4.5720 -4.5600 3.0149
26 H 5.5990 -2.2878 3.1437
27 H 4.5758 -0.4403 1.8218
28 H -1.9053 -2.4141 -2.7608
29 H -3.7438 -2.0194 -4.4137
30 H -4.4343 0.2928 -4.9151
31 H -3.2972 2.1962 -3.8354
32 S 2.9052 1.9043 0.6809
33 C 2.7510 1.8873 2.4092
34 C 3.6515 2.7729 3.0218
35 N 4.4228 3.5169 3.4453
36 C 1.8909 1.1432 3.1888
37 S 0.6866 0.0136 2.6746
38 C 1.9623 1.2665 4.5845
39 N 1.9940 1.3038 5.7354
40 C -4.7946 1.8886 -0.6114
41 O -3.3971 1.8387 -0.4167
42 C -2.8783 2.6202 0.5387
43 S -3.7751 3.6177 1.4859
44 S -1.1695 2.5580 0.6579
45 H -4.9895 1.3746 -1.5500
46 H -5.1324 2.9283 -0.6496
47 H -5.3101 1.3895 0.2107

Atoms 1-6, force components in eV/Å:
0.4 1.2 0.5
0.0 0.1 -0.5
-0.6 1.3 0.8
0.3 -1.1 -0.3
0.4 0.5 0.2
-0.9 -1.1 -0.7

The value obtained for the gap between HOMO and LUMO is 5.619 eV. The total energy comes out at -82235.513 eV. The charge is -1. The relative energy (zero: lowest compared OMol25 entry of this formula, charge and spin) is 90.9 kJ/mol.

Charges in e, computed with Löwdin, in the same order as the atoms: 0.23, 0.07, -0.45, 0.00, -0.29, 0.06, -0.08, -0.07, -0.27, -0.02, -0.06, -0.04, -0.11, 0.04, -0.08, -0.02, -0.10, -0.09, -0.04, -0.21, 0.15, 0.08, 0.13, 0.11, 0.10, 0.10, 0.11, 0.10, 0.09, 0.10, 0.11, 0.57, -0.77, -0.34, 0.14, -0.76, 0.60, -0.33, 0.14, -0.13, -0.23, -1.27, 0.61, 0.87, 0.08, 0.06, 0.09